No. 1
ORCA calculation (ωB97M-V/def2-TZVPD) on a cluster of 8 separate species, C21H57F6N5O8 in total at a distorted geometry.

Results
- total charge = 0
- E_LUMO (eV) = -2.28

Element x y z (Å)
N: 16.67109 4.06342 4.83834
H: 17.11996 3.68547 4.01628
H: 15.96380 3.37520 5.05320
H: 16.14444 4.87369 4.54474
H: 17.27317 4.20052 5.63759
N: 23.11206 3.96063 5.21594
H: 22.49682 4.28377 5.94885
H: 22.60934 3.88040 4.34362
H: 23.36747 3.04818 5.56567
H: 23.93567 4.53725 5.11967
C: 18.99449 4.52793 10.95462
O: 18.97686 5.79277 11.58232
O: 19.46775 4.84479 9.70060
C: 19.75644 3.53029 11.87948
F: 20.26250 2.50263 11.22699
F: 20.89544 4.03130 12.38230
F: 19.05601 3.03869 12.89127
C: 18.48265 5.93502 12.85781
C: 17.91369 7.35805 12.98385
H: 16.97351 7.39208 12.43340
H: 17.72716 7.58309 14.03393
H: 18.57213 8.11378 12.55556
H: 19.26619 5.88826 13.61410
H: 17.64287 5.28149 13.09394
H: 17.97095 4.17415 10.83086
C: 21.75364 3.21244 -0.34347
O: 23.14896 3.31249 0.01585
O: 21.10688 2.80903 0.83403
C: 21.31352 4.57279 -1.09831
F: 21.66769 4.57591 -2.39936
F: 19.99246 4.75887 -1.10933
F: 21.91715 5.60830 -0.49603
C: 24.13567 2.92658 -0.94211
C: 25.48004 3.45226 -0.52711
H: 26.33916 3.04434 -1.05965
H: 25.60500 4.52533 -0.67207
H: 25.52720 3.26341 0.54537
H: 23.89626 3.21910 -1.96447
H: 24.14145 1.83664 -0.95128
H: 21.71238 2.43476 -1.10611
C: 19.50031 10.67469 7.81589
O: 19.16213 9.48550 7.09813
H: 18.88624 11.54022 7.56713
H: 19.21156 10.37400 8.82302
H: 20.56054 10.91946 7.75177
H: 19.32582 8.73539 7.67446
C: 24.83471 9.86985 11.76575
C: 24.55965 8.46596 12.30431
C: 23.34397 8.50961 13.28544
O: 23.68415 9.35513 14.39709
C: 22.88950 9.02107 15.60761
N: 24.32045 7.53942 11.20023
H: 25.22371 10.54131 12.53121
H: 23.91447 10.29651 11.36673
H: 25.61781 9.92380 11.00948
H: 25.44967 8.06583 12.78997
H: 23.29558 7.47690 13.63079
H: 22.46394 8.88939 12.76637
H: 23.08489 7.96198 15.77573
H: 21.83794 9.25093 15.43594
H: 23.24426 9.60298 16.45827
H: 23.42106 7.80929 10.82825
H: 24.20451 6.57999 11.49375
C: 26.06572 9.20877 3.51256
C: 27.50081 8.60220 3.74239
C: 28.57525 9.69429 4.07470
O: 29.85625 9.16592 3.74042
C: 30.91033 10.10990 3.73341
N: 27.38153 7.66015 4.80022
H: 25.63547 9.42893 4.48956
H: 25.34643 8.54541 3.03230
H: 26.15365 10.16432 2.99556
H: 27.66844 8.06878 2.80673
H: 28.55503 10.09337 5.08881
H: 28.31863 10.53417 3.42907
H: 31.80622 9.79767 3.19676
H: 31.11898 10.34628 4.77681
H: 30.48605 10.95861 3.19694
H: 27.16642 8.17365 5.64293
H: 28.34385 7.37256 4.90671
C: 23.41009 -2.64677 4.10636
C: 22.67895 -2.44473 5.49670
C: 22.35356 -3.73439 6.15348
O: 21.50125 -4.45660 5.28205
C: 21.04653 -5.70331 5.77552
N: 23.47407 -1.47457 6.31782
H: 23.89584 -3.62256 4.10947
H: 24.15504 -1.86526 3.95678
H: 22.62572 -2.59993 3.35093
H: 21.69277 -2.01444 5.32230
H: 21.77233 -3.43972 7.02723
H: 23.24816 -4.33286 6.32560
H: 20.39822 -6.12357 5.00665
H: 20.64523 -5.70756 6.78895
H: 21.89133 -6.38671 5.86138
H: 24.31644 -1.99978 6.50399
H: 23.08507 -1.52912 7.24830

=====

No. 2
ORCA calculation (ωB97M-V/def2-TZVPD) on the molecule C3H4N2S at a distorted geometry.

Results
- total charge = 0
- structure (SMILES) = Sn1cccn1
- E_LUMO (eV) = 0.36

Element x y z (Å)
S: -0.05005 1.75634 -1.69074
N: 0.07487 0.58768 -0.59221
C: 0.17216 -0.85492 -0.72918
C: 0.34471 -1.28523 0.58883
C: 0.12501 -0.04566 1.42417
N: -0.08329 1.01401 0.61709
H: -1.21798 2.70196 -1.09095
H: 0.07841 -1.29323 -1.62522
H: 0.68184 -2.31035 0.54009
H: -0.12568 -0.27061 2.55813

=====

No. 3
ORCA calculation (ωB97M-V/def2-TZVPD) on a structure of composition C26H30N3O4S2 at a distorted geometry.

Results
- total charge = +1
- E_LUMO (eV) = -3.33

Element x y z (Å)
C: -3.96658 -0.33356 -0.60887
N: -2.87411 -0.02487 0.26632
C: -2.28681 -0.95328 1.28926
C: -2.04838 -0.33231 2.40114
C: -1.44835 -1.02738 3.25467
C: -0.73942 -2.19669 2.83596
C: -1.16477 -2.71365 1.63634
C: -2.04107 -2.32260 0.83908
H: -2.31042 -2.77472 -0.11967
H: -0.90949 -3.88779 1.56518
O: 0.47584 -3.04468 3.50716
C: 1.12161 -2.34851 4.36397
C: 1.23264 -0.70531 4.10154
O: 1.58325 0.05035 5.02607
N: 1.59668 -0.46504 2.79856
C: 1.75518 -1.13622 1.57151
H: 0.60279 -1.11522 1.19935
C: 2.67962 -0.63248 0.54735
N: 2.30591 0.54760 0.34622
H: 1.36985 0.70166 -0.02216
C: 2.39698 1.43766 1.37237
C: 1.68940 1.06776 2.39335
H: 0.59594 1.14598 2.16062
H: 1.81541 1.67843 3.36491
H: 3.46043 1.15120 1.77450
H: 2.22500 2.53007 1.25177
C: 2.86977 1.27286 -0.99361
C: 2.81580 0.16932 -2.11377
C: 1.57459 0.35983 -2.84171
C: 1.13962 -0.45150 -3.87710
C: 2.07147 -1.40127 -4.62819
C: 1.48733 -2.10253 -5.77695
C: 0.28744 -2.02056 -6.06418
C: -0.76297 -1.20078 -5.40245
C: -0.26719 -0.48752 -4.31762
H: -0.75751 -0.04519 -3.63029
H: -1.81251 -1.38110 -5.60784
H: 0.10437 -2.39868 -6.95672
H: 2.33946 -2.61662 -6.33400
H: 3.24282 -1.32798 -4.50006
H: 0.76261 1.05019 -2.28179
H: 3.76950 -0.18270 -2.68002
H: 2.67426 2.21663 -1.25490
H: 3.99514 1.26806 -0.81994
H: 3.69547 -0.81978 0.87537
H: 2.53449 -1.30597 -0.14784
H: 1.90918 -2.14179 2.00189
H: 1.93919 -2.63464 4.65090
H: 0.63192 -2.29742 5.48382
H: -0.86905 -0.59807 4.07618
H: -2.33681 0.59096 2.62697
S: -1.79229 0.98831 -0.46718
O: -0.49379 0.65357 0.20477
O: -1.92120 1.28633 -1.86689
C: -2.24421 2.73730 0.31980
C: -3.10771 3.47217 -0.09152
C: -3.51814 4.50910 0.63954
C: -2.41628 4.60836 1.54702
S: -1.31097 3.19622 1.59933
H: -2.14327 5.57819 2.50972
H: -4.31092 5.25708 0.60080
H: -3.91689 3.21872 -0.91797
H: -4.11265 -1.52397 -0.77877
H: -3.88622 0.18725 -1.77205
H: -4.98100 0.02121 -0.12923

=====

Values of HOMO-LUMO gap, in order: 4.01; 8.98; 7.68, all in eV.
Values of energy relative to the best compared isomer or geometry (same formula, charge and spin), in order: 10.994; 3.912; 21.708, all in eV.